# C22H32N7O2Pt

C22H32N7O2Pt as an isolated structure in a non-equilibrium geometry (ωB97M-V/def2-TZVPD, OMol25).

Last column: natural (NBO) charge in e.
CARTESIAN COORDINATES (ANGSTROEM)
Pt -0.276 -0.373 -0.128  1.0160
C -3.078 0.452 1.528  -0.4203
N -2.437 -0.565 2.361  -0.3295
C -3.299 -1.701 2.723  -0.4163
C -1.177 -0.511 2.723  0.6901
N -0.267 0.208 1.880  -0.5280
C 0.689 0.948 2.372  0.4081
C 0.777 1.495 3.707  -0.2948
C 1.925 2.077 4.095  -0.0825
C 3.095 2.144 3.218  -0.0790
C 3.027 1.793 1.923  -0.2875
C 1.768 1.307 1.392  0.2746
N 1.485 1.065 0.143  -0.5220
C 2.298 1.588 -0.897  0.6743
N 2.738 0.757 -1.824  -0.3618
C 2.751 1.114 -3.254  -0.4128
C 2.871 -0.678 -1.551  -0.4209
N 2.545 2.888 -0.905  -0.3522
C 3.723 3.455 -1.584  -0.4202
C 1.694 3.891 -0.257  -0.4242
N -0.683 -1.129 3.786  -0.3749
C 0.640 -1.765 3.805  -0.4217
C -1.458 -1.273 5.028  -0.4178
H -3.903 0.894 2.088  0.2523
H -3.476 -0.020 0.630  0.2334
H -2.376 1.241 1.267  0.2168
H -3.812 -2.012 1.814  0.2419
H -4.040 -1.408 3.465  0.2406
H -2.694 -2.523 3.088  0.2367
H -0.072 1.421 4.371  0.2589
H 2.014 2.486 5.092  0.2704
H 4.025 2.508 3.634  0.2698
H 3.887 1.861 1.270  0.2583
H 2.506 2.161 -3.397  0.2292
H 1.998 0.499 -3.749  0.2269
H 3.726 0.902 -3.688  0.2453
H 3.352 -0.847 -0.591  0.2282
H 3.497 -1.104 -2.332  0.2568
H 1.899 -1.180 -1.579  0.2084
H 4.378 2.665 -1.938  0.2358
H 4.251 4.063 -0.849  0.2425
H 3.419 4.096 -2.411  0.2397
H 0.705 3.490 -0.054  0.2169
H 1.590 4.731 -0.941  0.2536
H 2.156 4.250 0.664  0.2284
H 1.097 -1.728 2.821  0.2224
H 0.504 -2.812 4.072  0.2547
H 1.277 -1.291 4.551  0.2236
H -2.315 -0.605 5.013  0.2290
H -0.797 -0.994 5.848  0.2412
H -1.785 -2.300 5.182  0.2402
O -0.642 -4.288 -0.161  -0.4692
C -0.657 -3.135 -0.442  0.7286
O -0.351 -2.193 0.496  -0.6864
C -1.008 -2.547 -1.781  0.0725
C -1.405 -3.310 -2.857  -0.1636
C -1.844 -2.659 -4.002  -0.0963
C -1.894 -1.273 -4.018  -0.2056
C -1.464 -0.563 -2.909  0.0522
N -1.015 -1.193 -1.820  -0.4748
H -1.387 -4.389 -2.765  0.2826
H -2.162 -3.226 -4.867  0.2678
H -2.257 -0.738 -4.884  0.2676
H -1.474 0.518 -2.881  0.2257

Cartesian forces (eV/Å) of the 6 atoms listed first:
Pt -0.085 0.411 1.074
C -0.016 0.065 0.018
N 0.117 0.101 0.153
C -0.001 0.069 0.073
C -0.022 0.247 -0.011
N 1.079 -0.653 -0.098

Calculated values
E_LUMO (alpha / beta) = -11.64 / -11.64 eV
molar mass = 621.6 g mol⁻¹
electronic energy = -41078.541 eV
total charge = +3
HOMO-LUMO gap (alpha / beta) = 6.046 / 6.047 eV